Record 1
CH2N2S3 in the gas phase at a distorted geometry. Source: OMol25; level of theory: ωB97M-V with the def2-TZVPD basis set.

```
8
Properties=species:S:1:pos:R:3:lowdin_charge:R:1
S -1.2209 2.2955 0.5468 0.458
S -2.4095 -0.3776 -0.6933 0.405
S -2.4296 1.6227 -1.0320 0.132
N 0.1541 1.9199 -0.1311 -0.445
N 0.3485 -0.3079 -0.1267 0.052
C -0.6733 -0.9065 -0.3801 -0.664
H 0.9452 1.8426 0.4927 0.004
H -0.7344 -1.9938 -0.4052 0.059
```

Output
**E_HOMO (spin up / spin down)**: -8.17 / -8.16 eV
**Frontier orbital gap (spin up / spin down)**: 6.6 / 6.6 eV
**Charge**: 0



Record 2
CH2N2S3 in the gas phase at a distorted geometry. Source: OMol25; level of theory: ωB97M-V with the def2-TZVPD basis set.

```
8
Properties=species:S:1:pos:R:3:lowdin_charge:R:1
S -2.2504 -1.1160 0.1487 0.571
S -1.7598 1.1026 0.7271 0.021
S -0.3001 1.4880 -0.6300 0.360
N 1.4523 -0.4697 0.4552 0.051
N -1.3075 -1.5515 -0.8001 -0.499
C 1.2555 0.5587 -0.2185 -0.582
H 1.9802 0.9321 -0.8719 0.029
H 0.9298 -0.9441 1.1894 0.049
```

Output
**E_HOMO**: -8.85 eV
**Frontier orbital gap**: 7.6 eV
**Charge**: 0



Record 3
2 unconnected molecules or ions with the total composition CH2N3O3 at a distorted geometry. Source: OMol25; level of theory: ωB97M-V with the def2-TZVPD basis set.

```
9
Properties=species:S:1:pos:R:3:lowdin_charge:R:1
O -2.0846 0.9021 -0.6798 0.096
O -1.8354 -0.3744 1.1746 0.113
O 0.6459 -2.5115 -0.4657 -0.530
N 1.9749 1.3161 -0.0904 0.067
N 0.8936 0.7619 -0.1566 -0.188
N 0.0930 -0.0542 -0.2797 0.213
C -1.6534 0.1968 0.1633 -0.637
H 0.0676 -2.5631 0.2959 -0.181
H 1.8985 2.3264 0.0383 0.048
```

Output
**E_HOMO (spin up / spin down)**: -3.06 / -2.99 eV
**Frontier orbital gap (spin up / spin down)**: 6.7 / 6.6 eV
**Charge**: -1



Record 4
3 unconnected molecules or ions with the total composition CH2N3O3 at a distorted geometry. Source: OMol25; level of theory: ωB97M-V with the def2-TZVPD basis set.

```
9
Properties=species:S:1:pos:R:3:lowdin_charge:R:1
O 0.0304 2.4267 -0.6426 -0.202
O -2.1145 -0.6665 1.5399 -0.023
O 2.3553 -1.0189 0.6166 -0.035
N 0.4304 -0.4324 -0.7471 -0.013
N -0.6563 -1.7951 0.2737 0.128
N -1.5023 -1.4765 0.9622 -0.328
C 1.3985 -0.7442 -0.0528 -0.614
H 0.7964 1.8360 -0.7465 -0.027
H -0.7378 1.8709 -1.2034 0.113
```

Output
**E_HOMO**: -3.90 eV
**Frontier orbital gap**: 8.1 eV
**Charge**: -1



Record 5
2 unconnected molecules or ions with the total composition CH2N4 at a distorted geometry. Source: OMol25; level of theory: ωB97M-V with the def2-TZVPD basis set.

```
7
Properties=species:S:1:pos:R:3:lowdin_charge:R:1
N 2.5669 1.2936 -0.0056 0.012
N 2.5936 0.3072 0.4780 -0.010
N 0.0387 -0.7629 0.2632 0.125
N -1.8497 0.3084 -0.7245 0.151
C -1.0001 -0.2919 -0.1209 -0.408
H -2.6019 0.8619 -0.3675 0.063
H 0.2525 -1.7164 0.4773 0.066
```

Output
**Structure (SMILES)**: N=C=N.N#N
**E_HOMO**: -10.30 eV
**Frontier orbital gap**: 11.2 eV
**Charge**: 0



Record 6
CH2N4 in the gas phase at a distorted geometry. Source: OMol25; level of theory: ωB97M-V with the def2-TZVPD basis set.

```
7
Properties=species:S:1:pos:R:3:lowdin_charge:R:1
N 0.9630 0.9912 -0.0646 0.001
N 1.5449 -0.1603 0.0587 -0.086
N 0.7341 -1.1398 -0.0561 0.004
N -0.5045 -0.5708 -0.0044 0.035
C -0.3420 0.7427 0.0031 -0.177
H -1.2198 1.3788 0.0497 0.118
H -1.1757 -1.2417 0.0137 0.105
```

Output
**Structure (SMILES)**: c1nnn[nH]1
**E_HOMO**: -10.63 eV
**Frontier orbital gap**: 11.4 eV
**Charge**: 0



Calculated values (kcal/mol) of energy above the lowest of the compared OMol25 structures with the same formula, charge and spin for the records, taken in order: 45.3, 20.4, 80.0, 53.2, 1.3, 47.2.
Calculated values (Eh) of E for the records, taken in order: -1343.24273, -1343.28236, -429.20564, -429.24839, -258.34363, -258.27050.